No. 1
151
Properties=species:S:1:pos:R:3:forces:R:3:lowdin_charge:R:1 method="wB97M-V/def2-TZVPD" multiplicity=1 charge=+1
Mg -21.2390 -15.9547 6.2786 -0.5 -0.2 -0.8 1.17
C -17.3786 -15.9579 7.0771 0.2 -1.5 2.4 -0.58
F -17.9352 -16.9758 6.4168 0.0 0.1 -0.6 0.11
F -17.2139 -16.4444 8.3528 -0.1 1.4 -2.0 0.12
F -16.2128 -15.6174 6.5604 -1.2 0.0 0.2 0.18
S -18.6220 -14.5106 6.9386 1.3 5.5 -0.1 0.76
O -18.2091 -13.3802 7.8075 -0.8 -3.1 -2.1 -0.28
O -18.6915 -14.2044 5.5024 -0.4 -1.4 2.6 -0.28
N -20.1957 -15.0228 7.5422 3.7 0.0 -2.9 -0.40
S -20.0779 -15.0386 9.0902 0.8 0.9 9.1 0.59
O -20.9311 -16.0398 9.6575 -1.3 -0.8 -1.5 -0.28
O -18.7996 -15.0144 9.8557 -2.4 0.5 -3.2 -0.27
C -21.0482 -13.3985 9.5776 2.6 -0.8 -0.1 -0.59
F -21.8442 -13.0552 8.5805 -0.2 0.3 -0.2 0.13
F -21.7700 -13.6795 10.6469 0.5 0.5 -0.3 0.16
F -20.1036 -12.4290 9.7939 -1.8 -1.1 0.0 0.11
C -18.8156 -16.1089 3.4563 0.3 -0.6 -0.4 -0.07
C -20.3441 -15.9738 3.2905 1.8 -0.7 -0.2 -0.16
O -20.9859 -15.3539 4.4822 0.1 -1.9 -0.9 -0.17
H -18.4454 -16.6154 4.3476 -0.6 0.3 0.3 0.05
H -18.2316 -15.1998 3.3133 -0.4 0.1 0.2 0.08
H -18.4139 -16.8100 2.7247 -0.5 0.0 -0.6 0.09
H -20.7768 -16.9449 3.0498 -0.3 0.1 0.5 0.13
H -20.5345 -15.3353 2.4279 -0.3 0.2 0.3 0.13
H -21.0774 -14.4827 4.0893 -0.7 2.1 0.1 0.03
C -20.4943 -15.2510 13.1970 0.3 -1.1 -1.4 -0.09
C -19.9675 -15.8701 14.4402 0.4 2.1 1.7 -0.24
O -18.7324 -15.1327 14.7944 -0.6 -1.2 -0.2 -0.10
H -21.3939 -15.7894 12.8985 -0.3 0.4 -0.1 0.08
H -19.7377 -15.5139 12.4577 -0.1 0.1 -0.5 0.05
H -20.5844 -14.1671 13.1261 -0.3 0.0 0.7 0.07
H -19.8175 -16.9465 14.3573 0.6 0.2 -0.1 0.11
H -20.6028 -15.6989 15.3092 -0.4 -0.3 -0.1 0.11
H -19.0018 -14.2235 14.9442 0.0 0.1 0.1 0.09
C -26.3504 -12.4618 9.8579 -0.1 -1.6 1.2 -0.08
C -25.1848 -12.9563 9.0222 -0.2 1.8 1.7 -0.36
O -25.6377 -13.1366 7.7380 0.3 -0.8 -1.9 -0.06
H -26.0413 -12.4140 10.9020 0.1 0.8 0.1 0.08
H -27.1021 -13.2468 9.9408 -0.3 0.0 -0.5 0.08
H -26.8100 -11.5527 9.4699 0.2 0.0 0.2 0.08
H -24.6624 -13.8208 9.4317 -0.4 -0.3 -0.2 0.12
H -24.4824 -12.1256 9.0902 0.6 -0.1 -0.3 0.07
H -25.8032 -12.2583 7.3877 -0.1 0.0 -0.3 0.09
C -20.5727 -10.6522 12.6185 -0.4 -0.9 0.1 -0.06
C -22.0796 -11.0163 12.7639 1.6 0.2 -2.3 -0.35
O -22.2638 -11.5245 14.0236 -0.7 0.1 1.7 -0.05
H -20.3143 -9.7193 13.1195 0.0 0.0 -0.1 0.08
H -20.1362 -10.7259 11.6224 -0.5 0.6 -0.3 0.05
H -20.0212 -11.4651 13.0909 -0.1 0.0 0.5 0.05
H -22.3435 -11.8053 12.0597 0.2 -0.1 -0.4 0.08
H -22.7207 -10.1890 12.4596 -0.1 0.4 0.6 0.10
H -23.1456 -11.2657 14.3011 0.0 -0.2 0.4 0.10
C -18.3197 -9.7311 7.5621 1.0 -0.3 -0.1 -0.08
C -18.3312 -8.4861 6.6205 0.2 -1.8 2.1 -0.30
O -19.6701 -8.2743 6.3506 -1.8 0.7 -1.1 -0.09
H -18.5390 -10.6654 7.0452 -0.3 0.2 -0.5 0.05
H -19.0325 -9.6914 8.3858 -0.1 0.5 -0.1 0.06
H -17.3502 -9.9659 8.0015 0.3 0.4 0.1 0.06
H -17.7653 -8.7392 5.7240 -0.1 0.5 0.0 0.09
H -18.0010 -7.5945 7.1536 0.9 -0.2 -0.2 0.12
H -19.9471 -7.5661 6.9365 -0.3 0.0 -0.2 0.09
C -22.9783 -11.8895 4.7201 0.2 -0.1 0.3 -0.05
C -21.4927 -12.0997 4.5945 -0.4 -0.4 -0.5 -0.27
O -21.2723 -12.9137 3.4540 0.6 -1.1 -0.7 -0.10
H -23.1108 -11.1426 5.5029 -0.8 0.1 -0.3 0.07
H -23.5094 -12.8186 4.9272 0.2 -0.2 0.7 0.08
H -23.4171 -11.6749 3.7457 0.1 1.0 0.0 0.09
H -21.1169 -12.7158 5.4114 0.3 0.6 0.4 0.10
H -20.9099 -11.1985 4.4039 -0.1 0.2 0.8 0.13
H -21.6405 -12.4338 2.7085 0.0 -0.3 -0.3 0.11
C -14.5316 -18.6968 8.6622 0.3 0.0 0.7 -0.07
C -14.1786 -17.4267 9.4346 0.8 0.3 -2.7 -0.36
O -13.5389 -17.6759 10.6424 -0.6 -0.3 0.9 -0.04
H -13.6253 -19.1924 8.3140 0.0 -0.3 0.5 0.08
H -15.0738 -18.5344 7.7307 -0.4 0.4 0.2 0.05
H -15.1199 -19.3011 9.3528 0.0 -0.5 -0.3 0.07
H -15.0333 -16.7506 9.4136 -0.3 0.1 0.9 0.08
H -13.4217 -16.9364 8.8224 0.0 0.4 -0.5 0.10
H -13.2249 -16.8187 10.9392 0.2 -0.1 0.4 0.09
C -16.4307 -15.1453 12.1013 0.4 0.2 -0.7 -0.08
C -16.8002 -16.4809 12.6983 1.0 -0.3 0.0 -0.33
O -16.5358 -16.4810 14.0592 0.0 -0.1 1.5 -0.07
H -15.4013 -14.8608 12.3193 0.0 -0.1 0.6 0.08
H -17.0945 -14.3735 12.4909 0.0 0.1 -0.2 0.07
H -16.4114 -15.1463 11.0115 -0.6 0.0 -0.2 0.04
H -16.1320 -17.2907 12.4053 -0.3 0.0 -1.1 0.11
H -17.8525 -16.7273 12.5567 -0.1 -0.1 -0.6 0.08
H -17.2992 -16.0605 14.4616 0.1 0.4 0.6 0.02
C -17.3161 -21.5572 7.5727 1.4 0.7 0.4 -0.07
C -18.0409 -20.4515 6.8583 1.8 -0.2 -0.1 -0.38
O -18.9996 -21.0477 6.0960 -3.1 -0.3 -1.4 -0.08
H -17.9631 -22.1624 8.2077 0.1 0.2 0.0 0.09
H -16.4816 -21.0915 8.0970 -0.1 -0.2 0.7 0.06
H -16.7854 -22.1841 6.8562 -0.4 -0.3 -0.2 0.08
H -17.3993 -19.9681 6.1216 0.8 0.5 0.5 0.10
H -18.4160 -19.6697 7.5188 -0.5 -0.2 0.1 0.11
H -18.5660 -21.5612 5.4105 -0.1 -0.1 0.1 0.09
C -14.9306 -13.1220 8.7650 -0.9 -1.7 1.3 -0.08
C -13.8132 -13.9568 8.1352 -0.5 2.1 -0.4 -0.27
O -12.9426 -12.9433 7.5885 0.7 -1.5 0.0 -0.08
H -15.4084 -12.4910 8.0155 0.2 0.3 0.2 0.07
H -14.7290 -12.6445 9.7240 0.9 0.8 -0.5 0.08
H -15.7210 -13.7474 9.1800 -0.5 -0.6 -0.5 0.04
H -14.2666 -14.5834 7.3673 0.2 0.0 -0.4 0.07
H -13.2547 -14.6593 8.7537 0.1 0.6 0.3 0.10
H -13.4713 -12.3533 7.0464 -0.1 0.3 0.0 0.02
C -16.3401 -11.3123 4.8834 0.8 0.1 -1.5 -0.07
C -14.7996 -11.5104 4.7910 -2.4 1.6 1.4 -0.25
O -14.3487 -10.7904 5.9344 1.3 -0.8 0.9 -0.10
H -16.6621 -11.5407 3.8674 -0.9 -0.2 0.1 0.07
H -16.5789 -10.2705 5.0972 0.1 -0.1 -0.1 0.05
H -16.7982 -11.9256 5.6593 0.1 -0.1 -0.2 0.05
H -14.3609 -11.0534 3.9040 -0.1 -0.6 -0.2 0.12
H -14.7124 -12.5896 4.9167 1.2 0.1 -0.1 0.10
H -14.1213 -9.8787 5.7378 0.0 -0.1 -0.3 0.10
C -23.5882 -9.5214 9.4713 0.1 0.3 0.4 -0.08
C -23.0303 -9.9699 8.1608 -0.7 0.1 0.3 -0.33
O -23.9442 -9.5149 7.1658 0.3 -0.8 -1.0 -0.08
H -23.5660 -8.4316 9.4678 0.1 0.1 0.4 0.09
H -23.0011 -9.9294 10.2941 -0.1 0.2 0.2 0.06
H -24.6377 -9.8049 9.5513 0.1 -0.2 0.1 0.08
H -23.0292 -11.0595 8.1320 -0.1 0.0 -0.4 0.07
H -21.9882 -9.6618 8.0769 0.0 0.3 -0.6 0.11
H -23.9518 -8.5696 6.9986 0.4 0.1 0.4 0.09
C -12.7564 -15.8148 4.6445 -0.2 0.7 0.5 -0.08
C -13.7208 -16.9560 4.7937 0.9 -1.0 -0.4 -0.30
O -12.9939 -18.2187 4.6308 -1.1 0.7 -0.1 -0.08
H -13.2959 -14.9230 4.9634 0.3 0.3 0.6 0.05
H -12.4597 -15.5212 3.6376 0.0 -0.8 -0.3 0.08
H -11.8673 -16.0172 5.2417 -0.1 0.4 0.1 0.09
H -14.5420 -16.7688 4.1018 -0.2 -0.7 -0.4 0.10
H -14.1816 -17.0356 5.7783 0.3 0.3 0.2 0.08
H -13.1332 -18.5505 3.7408 0.1 0.0 -0.1 0.07
C -17.1016 -11.1167 10.7234 0.4 -0.1 0.4 -0.08
C -17.1764 -10.8011 12.2286 1.1 -0.5 -1.4 -0.29
O -15.7881 -10.8602 12.6415 -1.1 0.2 0.4 -0.08
H -17.9984 -10.8958 10.1446 0.0 -0.2 0.2 0.04
H -16.7607 -12.1431 10.5877 -0.6 -0.3 0.1 0.05
H -16.2535 -10.5915 10.2841 -0.2 0.6 0.1 0.08
H -17.7322 -11.5697 12.7657 -0.2 0.0 0.0 0.09
H -17.6223 -9.8227 12.4076 0.1 0.1 0.1 0.10
H -15.8593 -10.9649 13.5931 0.6 0.0 0.2 0.08
C -20.3785 -18.7269 11.8905 1.7 0.1 -0.2 -0.09
C -21.0463 -19.7477 12.7966 1.2 1.1 -0.3 -0.33
O -21.8609 -20.5863 12.0391 -0.8 -0.4 0.1 -0.06
H -19.6170 -18.1451 12.4099 -0.4 0.5 0.6 0.04
H -20.9547 -18.0534 11.2560 -0.5 -0.1 0.4 0.05
H -19.6683 -19.2317 11.2356 -0.4 -0.5 -0.5 0.07
H -21.5597 -19.2441 13.6156 -0.3 -0.1 0.1 0.11
H -20.2342 -20.3304 13.2314 -0.2 -0.2 0.1 0.12
H -22.6507 -20.0672 11.8708 -0.3 -0.3 -0.2 0.08



No. 2
142
Properties=species:S:1:pos:R:3:forces:R:3:lowdin_charge:R:1 method="wB97M-V/def2-TZVPD" multiplicity=1 smiles=COC[C@H](C)N.COC[C@H](C)N.COC[C@H](C)N.COC[C@H](C)N.COC[C@H](C)N.COC[C@H](C)N.OCCO.OCCO.OCCO.OCCO e_above_lowest_kcal_mol=24.81
C -3.6755 -0.2454 0.2193 -0.2 0.7 0.0 -0.09
O -3.4816 -0.9824 1.4183 -1.5 0.1 -0.4 -0.23
C -4.1553 -0.2931 2.4621 0.9 0.4 1.7 -0.18
C -3.6382 -0.9097 3.7906 -1.1 -1.1 -0.3 -0.44
C -4.4138 -0.4095 4.9995 1.2 1.8 0.6 -0.07
N -2.2139 -0.6389 3.9281 0.4 0.1 -1.3 0.05
H -3.2714 -0.7942 -0.5991 0.6 -0.4 -0.5 0.04
H -3.1373 0.7111 0.3621 -0.4 -0.1 -0.5 0.09
H -4.7396 -0.0457 -0.0772 0.6 -0.1 0.8 0.11
H -3.7972 0.7458 2.3722 -0.2 0.0 0.5 0.11
H -5.2687 -0.2538 2.4606 0.6 -0.6 -0.5 0.14
H -3.8598 -2.0091 3.7338 0.2 0.5 -0.3 0.14
H -4.1009 -0.8121 5.9642 0.0 -0.7 -0.2 0.08
H -5.4866 -0.3848 4.9501 -0.5 -0.5 -0.3 0.07
H -4.1026 0.6372 5.1436 -0.2 0.1 -0.2 0.08
H -1.7280 -0.8715 3.0292 -0.6 0.2 1.3 0.07
H -1.7937 -1.1474 4.6943 0.0 -0.1 -0.1 0.07
C 0.1336 -3.6383 2.9910 -0.3 0.1 -2.1 -0.11
O 1.4488 -4.0862 3.1416 0.7 0.3 0.4 -0.20
C 2.2189 -4.0527 1.9415 -0.4 0.5 -0.1 -0.17
C 2.5235 -2.5998 1.4451 -1.6 -0.6 -0.7 -0.44
C 3.6378 -2.5397 0.3974 0.8 -1.9 0.4 -0.05
N 2.7578 -1.7400 2.5967 -1.0 -0.5 1.2 0.05
H -0.1513 -3.9205 1.9509 -0.4 0.3 0.5 0.07
H -0.0302 -2.5398 3.0683 0.4 -0.5 0.2 0.08
H -0.5176 -4.1811 3.6437 -0.3 -0.2 0.7 0.09
H 3.1531 -4.4816 2.2029 0.9 -0.7 0.3 0.11
H 1.6984 -4.7085 1.2172 0.3 0.5 -0.2 0.11
H 1.5869 -2.3246 0.8937 0.5 0.4 0.6 0.11
H 4.6335 -2.7283 0.9063 -0.9 0.6 -0.6 0.10
H 3.6335 -1.6682 -0.2567 0.2 0.2 0.4 0.06
H 3.5424 -3.4232 -0.2832 -0.1 0.6 0.4 0.08
H 3.7406 -1.7306 2.8040 0.5 0.1 0.0 0.06
H 2.3111 -2.1933 3.4558 0.7 0.9 -1.6 0.10
C -2.8327 4.0398 2.0181 0.3 -0.9 0.4 -0.08
O -1.7448 4.4041 2.8555 -1.1 0.3 0.2 -0.17
C -0.6029 3.6676 2.6169 1.3 -1.5 -0.2 -0.26
C 0.4464 3.8846 3.7279 -0.2 -0.1 -0.8 -0.42
C 0.0311 3.4509 5.1445 0.4 1.5 -0.5 -0.04
N 0.7782 5.3054 3.7498 0.2 0.2 0.6 0.04
H -3.5930 4.7920 2.0444 -0.4 0.5 0.5 0.08
H -3.2695 3.0497 2.3306 0.4 0.8 -0.4 0.09
H -2.5162 4.0303 0.9822 0.2 -0.4 -0.4 0.08
H -0.7776 2.5716 2.5511 -0.4 0.3 0.0 0.12
H -0.1442 3.9473 1.6355 -0.3 0.1 0.5 0.11
H 1.3407 3.3104 3.4287 -0.2 0.2 0.0 0.12
H 0.9246 3.5031 5.7826 -0.4 -0.3 -0.1 0.08
H -0.5462 2.5628 5.2306 0.1 -1.2 -0.2 0.06
H -0.6647 4.2030 5.4837 -0.2 0.5 0.4 0.07
H 1.0742 5.6281 2.8328 0.0 -0.1 0.1 0.06
H -0.0964 5.7812 3.9613 0.2 0.2 -0.1 0.07
C -0.9241 -2.2272 -0.4170 1.4 -1.9 0.6 -0.09
O -0.1075 -1.1466 -0.7765 0.2 0.7 0.2 -0.19
C 0.0329 -0.1564 0.1990 0.9 2.0 0.7 -0.19
C 1.3684 0.6056 -0.0699 -2.2 -0.5 -1.0 -0.38
C 1.5975 1.7854 0.7941 -0.9 1.8 1.3 -0.05
N 1.3028 1.0095 -1.5053 0.2 0.5 0.8 0.05
H -1.7678 -2.2396 -1.0659 -1.0 -0.1 0.0 0.05
H -1.1714 -2.2438 0.6728 -0.1 0.1 -1.0 0.09
H -0.3073 -3.1456 -0.6664 -0.9 0.6 0.5 0.10
H -0.7913 0.6047 0.2277 0.3 -0.6 -0.4 0.13
H 0.1140 -0.5101 1.2197 -0.1 -0.8 0.3 0.11
H 2.1720 -0.0679 0.0517 0.9 -1.0 0.1 0.10
H 0.8599 2.6083 0.5579 0.8 -0.8 0.0 0.08
H 2.5908 2.1710 0.5884 0.2 0.2 0.1 0.07
H 1.4995 1.6563 1.9152 0.2 -0.5 -1.3 0.10
H 0.7649 0.2777 -1.9386 0.1 -0.5 -0.5 0.06
H 0.6527 1.7889 -1.5346 0.1 0.4 -0.1 0.08
C 7.0728 7.1048 0.2413 -1.2 1.5 -0.2 -0.10
O 5.6523 7.1158 0.3951 -0.1 -1.0 -0.2 -0.19
C 4.9987 6.3852 -0.6680 -0.9 3.3 -0.1 -0.21
C 3.6078 5.8576 -0.3310 0.1 1.0 2.3 -0.46
C 3.6458 5.2743 1.1067 -0.1 -0.6 -0.5 -0.05
N 3.1942 4.8814 -1.2922 -0.2 -0.1 -0.5 0.04
H 7.4713 6.1272 0.2432 0.4 -1.2 -0.2 0.07
H 7.5350 7.6816 1.0271 -0.2 0.0 0.6 0.08
H 7.3092 7.6575 -0.6590 0.4 -0.2 -0.6 0.08
H 4.8701 7.1005 -1.5234 0.1 -0.3 0.4 0.13
H 5.5854 5.6317 -1.0744 1.4 -1.9 -0.2 0.09
H 2.8712 6.7100 -0.3358 0.6 -0.7 -0.1 0.15
H 3.8465 6.0665 1.8466 0.0 -0.5 -0.3 0.08
H 4.4436 4.4751 1.1429 -0.7 0.8 0.2 0.10
H 2.6747 4.7868 1.3283 0.5 0.2 -0.1 0.05
H 3.7859 4.0564 -1.2200 0.0 0.0 -0.2 0.06
H 3.3493 5.3187 -2.1963 -0.2 -0.5 -0.3 0.07
C -1.3043 -6.2270 0.3677 0.9 0.3 -1.8 -0.05
O -0.7556 -5.9313 -0.9377 -0.5 0.1 -0.3 -0.20
C 0.5100 -6.4557 -1.2294 0.4 -0.4 -0.2 -0.25
C 0.9378 -6.1557 -2.6482 1.0 0.9 -1.9 -0.40
C 1.0023 -4.5878 -2.8740 -0.7 -1.5 0.1 -0.05
N 0.1112 -6.7985 -3.6853 -0.3 -0.5 1.3 0.03
H -2.0218 -7.0067 0.2179 -0.7 -0.4 0.3 0.08
H -1.7281 -5.3036 0.7179 -0.4 0.2 0.4 0.06
H -0.5038 -6.5732 0.9812 0.5 -0.2 0.9 0.08
H 1.2385 -5.9669 -0.6024 0.6 0.2 0.5 0.09
H 0.6468 -7.5323 -1.0717 -0.6 -0.1 0.1 0.13
H 1.9788 -6.5893 -2.7970 -1.1 0.5 0.4 0.15
H 1.5026 -4.1415 -2.0226 0.1 0.4 0.1 0.05
H -0.0691 -4.3158 -2.8854 0.6 0.4 -0.1 0.06
H 1.5074 -4.3096 -3.8129 -0.3 -0.2 0.3 0.08
H 0.4647 -6.7509 -4.6169 0.4 0.2 -0.3 0.05
H -0.8591 -6.5146 -3.6768 0.1 0.1 0.1 0.07
O -0.4697 -0.5103 -4.7665 0.0 1.7 0.0 -0.05
C -1.5017 -1.4346 -4.9732 0.6 -0.4 -0.1 -0.24
C -1.9547 -1.9770 -3.6719 -1.0 -2.1 0.1 -0.27
O -2.6387 -1.0072 -2.9308 -0.1 0.3 0.5 -0.06
H 0.4199 -0.8355 -4.6877 0.5 -0.6 0.0 0.08
H -2.2953 -0.8713 -5.4369 -0.4 0.1 -0.2 0.13
H -1.2357 -2.2525 -5.6365 0.3 -0.1 -0.2 0.12
H -1.1336 -2.4127 -3.0728 0.0 0.3 -0.4 0.10
H -2.6498 -2.8343 -3.8596 0.3 0.7 0.2 0.14
H -1.9196 -0.4458 -2.6362 0.0 0.7 0.4 0.05
O 2.4517 0.8849 -4.1370 0.7 0.1 0.5 -0.14
C 3.8896 0.5090 -3.9635 -2.4 0.5 0.2 -0.18
C 4.5569 1.5065 -3.0161 0.5 -0.1 -0.5 -0.26
O 4.1848 1.2996 -1.6576 -1.1 0.0 -0.6 -0.11
H 2.0741 1.2525 -3.2926 0.8 -0.7 -0.8 0.04
H 3.8885 -0.4999 -3.5510 0.3 -0.1 0.2 0.11
H 4.2386 0.4495 -5.0001 0.4 0.4 0.4 0.11
H 4.2753 2.5346 -3.3604 0.4 -0.6 0.2 0.12
H 5.6526 1.3674 -3.0452 -0.4 0.3 -0.1 0.12
H 3.1886 1.2347 -1.6704 0.8 0.1 0.3 0.03
O -1.1064 1.9513 -2.9439 -1.1 0.5 -1.2 -0.09
C -1.9442 2.8780 -3.7165 0.1 0.0 -0.9 -0.21
C -2.9381 3.5043 -2.7959 1.2 -0.1 -0.4 -0.29
O -3.8240 2.5010 -2.4206 -1.2 0.1 1.1 -0.05
H -0.7551 1.3104 -3.5810 0.1 -0.1 -0.1 0.05
H -1.3463 3.6534 -4.2282 0.1 -0.4 0.3 0.12
H -2.6217 2.4268 -4.5165 1.3 -0.3 0.9 0.15
H -3.4583 4.2288 -3.3745 -0.9 0.6 -0.6 0.11
H -2.4318 4.1294 -2.0450 -0.2 -0.7 0.7 0.12
H -3.3829 1.6526 -2.3205 0.4 0.1 0.0 0.06
O -6.6147 -2.4227 0.8211 0.0 0.1 0.6 -0.08
C -6.0934 -3.6935 0.4379 1.7 0.6 0.1 -0.21
C -4.6266 -3.6476 -0.1183 -1.5 -2.4 -0.5 -0.26
O -3.7307 -3.7099 0.9289 0.8 1.3 1.1 -0.09
H -6.3579 -1.6972 0.2422 0.1 -0.4 -0.3 0.07
H -6.0394 -4.3136 1.3575 -0.3 0.3 -0.6 0.13
H -6.7283 -4.1296 -0.2895 -0.8 -0.6 -0.7 0.09
H -4.4795 -2.8382 -0.8313 0.1 0.5 0.0 0.10
H -4.4224 -4.6033 -0.6856 -0.5 0.9 0.3 0.13
H -3.8412 -2.8505 1.3937 0.5 -0.5 -0.1 0.07



Going through the records in order, we get molecular weight values of 995.5, 783.1 g mol⁻¹.
Going through the records in order, we get HOMO-LUMO gap values of 4.7, 9.4 eV.